No. 1
48
Properties=species:S:1:pos:R:3:forces:R:3 method="wB97M-V/def2-TZVPD" total_charge=+1 de_lowest_kj_mol=0.0 total_energy_ha=-6479.01692 lumo_energy_ev=-2.878 largest_force_ev_per_a=0.24
Pd 1.534 1.312 -1.214 -0.02 -0.06 -0.02
N 3.650 1.370 -1.252 -0.01 -0.04 -0.01
C 4.074 2.624 -0.584 0.01 0.05 -0.02
C 3.164 3.747 -1.038 0.05 -0.01 0.01
N 1.765 3.359 -0.760 -0.10 0.01 -0.01
H 4.053 0.564 -0.786 -0.01 0.00 0.01
H 3.972 1.345 -2.216 0.01 0.00 0.00
H 5.116 2.864 -0.805 -0.01 -0.01 0.00
H 3.964 2.471 0.488 -0.02 0.00 0.00
H 3.263 3.908 -2.113 -0.01 -0.01 0.00
H 3.433 4.677 -0.533 -0.01 -0.01 0.00
H 1.113 3.992 -1.208 0.01 0.01 0.01
H 1.585 3.354 0.246 0.03 -0.01 0.01
Se -0.888 1.324 -1.140 -0.09 0.04 -0.01
P -0.777 -0.857 -1.145 0.12 0.14 -0.16
Se 1.349 -1.072 -1.589 0.00 -0.11 -0.02
C -1.253 -1.561 0.442 0.01 0.06 0.03
C -2.606 -1.536 0.792 0.01 0.00 0.02
C -3.002 -1.997 2.035 0.00 0.00 -0.01
C -2.055 -2.490 2.926 0.01 0.00 0.01
C -0.713 -2.515 2.578 0.00 -0.01 -0.01
C -0.306 -2.045 1.336 -0.01 -0.04 -0.02
C -1.847 -1.608 -2.372 0.00 -0.13 0.09
C -2.193 -2.953 -2.221 -0.01 0.03 -0.03
C -2.954 -3.576 -3.195 -0.01 0.00 -0.02
C -3.373 -2.861 -4.310 0.00 -0.03 0.01
C -3.028 -1.526 -4.459 0.02 0.04 0.02
C -2.258 -0.895 -3.494 0.00 0.01 -0.02
H -3.344 -1.162 0.093 0.00 0.01 0.00
H -4.048 -1.981 2.307 0.00 0.00 0.00
H -2.369 -2.863 3.892 0.00 0.00 0.00
H 0.021 -2.912 3.268 0.00 0.01 0.00
H 0.740 -2.061 1.057 0.00 0.01 0.00
H -1.874 -3.507 -1.348 0.00 -0.01 -0.01
H -3.225 -4.617 -3.084 0.00 0.00 0.00
H -3.974 -3.349 -5.066 0.00 0.00 0.00
H -3.358 -0.973 -5.328 0.00 0.00 0.00
H -1.979 0.145 -3.605 0.00 0.00 0.00
C -0.370 1.215 2.781 0.01 0.04 -0.02
S 1.381 0.890 2.616 0.06 -0.07 -0.03
C 1.875 1.431 4.250 -0.02 0.01 0.00
O 1.926 1.917 1.660 0.01 0.08 0.14
H -0.784 0.541 3.531 0.00 -0.01 0.00
H -0.824 1.015 1.811 0.00 0.01 0.03
H -0.516 2.257 3.062 -0.01 0.00 0.00
H 1.409 0.785 4.994 0.00 0.00 0.01
H 1.573 2.468 4.387 0.00 0.00 0.01
H 2.957 1.340 4.311 0.00 0.00 0.00

No. 2
50
Properties=species:S:1:pos:R:3:forces:R:3 method="wB97M-V/def2-TZVPD" total_charge=0 de_lowest_kj_mol=0.0 total_energy_ha=-1294.62954 smiles="NC(=O)N[C@@H](Cc1ccc(O)cc1)C(=O)O.CNC(=O)[C@H](C)NC(C)=O" lumo_energy_ev=0.397 largest_force_ev_per_a=2.04
O -3.505 -3.501 -1.291 -0.87 -0.41 0.90
O 1.859 3.998 -4.320 -0.17 0.31 -0.10
O -1.340 0.215 0.270 -1.92 -0.51 0.35
O 2.930 0.183 -1.567 -0.43 -0.12 -0.23
O -3.571 -0.162 0.596 1.20 -0.10 -0.15
O 0.196 1.179 5.937 0.01 0.08 0.05
C -2.385 -3.156 -1.602 -1.43 0.53 0.18
C 1.987 2.942 -3.720 1.35 0.77 -1.32
C -2.267 -0.550 0.499 1.56 0.38 -0.51
C 2.084 0.991 -1.197 0.68 -0.72 -0.98
C -1.396 -0.051 4.620 0.09 -0.47 -0.53
C 0.962 -0.203 4.155 0.05 -0.12 -0.17
C -1.665 -0.943 3.571 0.84 0.21 0.06
C 0.698 -1.081 3.100 -0.58 0.40 0.46
C -0.081 0.319 4.913 -0.64 -0.20 -0.15
C -0.618 -1.456 2.785 0.09 0.16 0.16
N -2.014 -3.295 -2.900 1.27 0.33 -0.50
N 2.238 1.590 -0.011 -0.49 0.97 0.78
N -1.534 -2.569 -0.703 0.41 0.19 -0.16
N 1.008 2.538 -2.910 -0.76 -0.81 1.65
C 3.255 2.139 -3.913 -0.36 -0.09 0.07
C 1.331 2.547 0.625 -0.16 -0.28 -0.22
C -0.840 -2.416 1.627 0.19 0.53 0.29
C -1.954 -2.057 0.613 -0.23 -0.46 -0.01
C 0.372 0.164 -2.958 0.60 0.00 0.33
C 0.860 1.330 -2.084 -0.48 0.04 -0.12
H -4.138 -0.947 0.601 0.07 0.02 0.02
H -0.627 1.466 6.362 0.30 -0.17 -0.22
H -2.219 0.347 5.205 0.04 0.01 0.02
H 1.982 0.085 4.389 -0.10 -0.02 0.01
H -2.694 -1.225 3.370 0.04 0.02 0.01
H 1.533 -1.466 2.522 -0.14 0.02 0.00
H -1.282 -2.684 -3.244 -0.23 -0.31 -0.22
H -2.775 -3.543 -3.524 0.40 0.17 0.31
H 3.068 1.323 0.495 -0.03 -0.10 -0.17
H -0.675 -2.187 -1.089 -0.19 -0.01 0.46
H 0.233 3.181 -2.885 -0.01 0.10 -0.02
H 3.870 2.217 -3.019 0.07 -0.23 0.05
H 3.803 2.550 -4.759 -0.18 0.12 0.09
H 3.021 1.098 -4.114 0.18 -0.18 0.22
H 0.402 2.050 0.914 0.00 0.11 0.04
H 1.797 2.956 1.522 0.04 -0.09 -0.18
H 1.104 3.369 -0.056 0.03 0.02 0.08
H -1.050 -3.409 2.037 -0.06 0.01 -0.26
H 0.105 -2.496 1.079 -0.16 0.03 0.09
H -2.867 -2.559 0.948 0.12 -0.23 -0.55
H 0.192 -0.704 -2.326 0.02 -0.11 -0.03
H 1.123 -0.094 -3.704 -0.03 -0.08 0.02
H -0.556 0.441 -3.459 0.06 0.07 0.07
H 0.040 1.533 -1.398 -0.02 0.21 0.07

No. 3
48
Properties=species:S:1:pos:R:3:forces:R:3 method="wB97M-V/def2-TZVPD" total_charge=0 de_lowest_kj_mol=187.3 total_energy_ha=-1061.98900 smiles=CC#N.CC#N.CC#N.CC#N.CC#N.CC#N.CC#N.CC#N lumo_energy_ev=0.088 largest_force_ev_per_a=4.44
C -3.873 -7.690 -1.194 1.19 1.46 0.32
C -2.827 -6.585 -1.286 0.65 0.84 -0.06
N -2.042 -5.722 -1.375 -1.81 -2.01 0.23
H -3.648 -8.422 -1.970 -0.35 0.06 0.12
H -4.856 -7.223 -1.261 0.05 -0.16 -0.48
H -3.842 -8.129 -0.197 0.30 -0.15 -0.13
C 3.552 7.475 1.278 -0.70 0.82 0.10
C 2.783 8.617 1.813 -0.54 1.89 0.87
N 2.199 9.544 2.217 1.10 -1.97 -0.81
H 3.396 6.638 1.959 0.09 -0.17 -0.40
H 4.611 7.711 1.174 -0.12 0.06 0.18
H 3.132 7.339 0.282 0.14 -0.62 0.03
C -0.423 -3.293 -6.171 0.21 0.24 -0.09
C -1.612 -4.117 -6.192 -1.06 -0.85 0.10
N -2.532 -4.813 -6.232 0.69 0.62 0.04
H 0.350 -3.825 -6.726 0.12 0.20 0.06
H -0.085 -3.097 -5.153 -0.05 -0.16 -0.03
H -0.632 -2.334 -6.644 0.08 -0.07 -0.08
C -0.187 0.091 -0.771 -0.26 -0.41 0.50
C 0.081 1.534 -0.711 -0.11 -1.89 -0.63
N 0.239 2.660 -0.703 0.23 1.30 0.14
H -0.342 -0.357 -1.753 -0.01 0.69 -0.23
H -1.099 -0.084 -0.200 -0.02 -0.10 0.01
H 0.591 -0.527 -0.321 0.16 0.40 0.21
C -1.542 8.704 -2.090 0.65 0.64 -0.47
C -0.204 9.086 -2.577 0.63 -0.31 0.03
N 0.840 9.370 -2.974 -0.67 -0.13 0.25
H -1.644 7.623 -1.997 0.04 0.16 -0.01
H -2.203 9.104 -2.859 -0.44 -0.22 0.27
H -1.707 9.210 -1.140 -0.18 -0.16 -0.05
C 3.455 -5.855 -0.966 -0.75 -1.59 -0.68
C 2.747 -7.179 -1.030 1.34 2.85 0.46
N 2.188 -8.161 -1.080 -1.01 -1.94 -0.13
H 4.178 -5.917 -1.779 0.29 0.35 0.26
H 3.917 -5.733 0.014 -0.07 0.19 -0.23
H 2.719 -5.093 -1.225 0.17 0.12 0.34
C -4.151 2.110 3.880 0.82 -0.59 0.21
C -4.677 3.459 3.707 -0.28 1.73 -0.23
N -5.087 4.544 3.607 0.67 -1.98 0.14
H -3.228 1.858 3.357 -0.24 0.63 -1.03
H -4.884 1.347 3.618 -0.02 0.12 0.32
H -3.705 1.968 4.864 -0.95 0.10 0.57
C 3.454 -2.585 6.593 -0.19 -0.68 1.94
C 3.242 -2.679 5.206 -0.46 0.62 -4.37
N 2.978 -2.725 4.069 0.63 -0.04 2.34
H 2.648 -3.224 6.954 0.03 0.01 0.73
H 3.340 -1.601 7.049 -0.03 0.06 -0.43
H 4.393 -3.021 6.934 0.02 0.03 -0.23

No. 4
48
Properties=species:S:1:pos:R:3:forces:R:3 method="wB97M-V/def2-TZVPD" total_charge=+1 de_lowest_kj_mol=5.5 total_energy_ha=-1061.60021 multiplicity=2 lumo_energy_ev="-2.441 / -11.160" largest_force_ev_per_a=2.95
C 3.911 -2.213 -2.423 -0.46 -0.62 0.89
C 4.364 -0.883 -2.017 -0.91 -2.29 -0.95
N 4.713 0.139 -1.647 0.44 1.65 0.58
H 3.467 -2.688 -1.548 0.16 0.15 0.41
H 4.704 -2.917 -2.676 0.19 0.44 -0.46
H 3.059 -2.262 -3.101 0.52 0.53 -0.51
C 1.927 -4.057 0.486 -0.67 -0.16 -0.66
C 1.571 -5.478 0.285 0.77 1.21 0.82
N 1.301 -6.575 0.126 -0.23 -0.69 -0.21
H 1.691 -3.605 -0.477 0.12 0.30 0.02
H 2.966 -3.833 0.729 -0.01 -0.52 0.02
H 1.277 -3.578 1.219 -0.05 -0.28 0.10
C -1.101 2.840 -1.586 0.77 -0.39 -0.41
C -2.255 3.416 -0.935 -1.22 0.45 0.16
N -3.140 3.969 -0.437 0.80 -0.65 -0.29
H -0.656 2.036 -0.999 0.13 0.46 0.38
H -0.401 3.660 -1.748 0.27 -0.28 0.17
H -1.234 2.358 -2.554 -0.81 0.38 -0.10
C -4.141 1.864 2.013 -0.67 0.44 -0.17
C -3.404 0.941 1.154 0.44 -1.09 -0.43
N -2.886 0.199 0.425 -0.40 1.09 0.96
H -4.318 1.628 3.062 0.77 -0.59 -0.03
H -5.162 1.891 1.634 0.02 0.29 -0.37
H -3.701 2.859 1.945 -0.09 -0.04 -0.11
C 0.385 0.209 1.146 0.56 -0.33 -0.58
C 0.945 -0.486 -0.020 0.76 -0.68 -0.96
N 1.372 -1.081 -0.957 -1.00 1.52 1.91
H -0.447 0.810 0.780 -0.46 -0.26 0.17
H 1.052 0.962 1.565 0.51 0.00 -0.29
H 0.150 -0.515 1.926 -0.34 0.00 -0.23
C 1.733 5.929 0.120 0.13 -0.25 -0.25
C 1.483 4.506 0.375 0.24 2.91 -0.39
N 1.266 3.412 0.548 -0.46 -2.61 0.45
H 2.436 5.988 -0.711 0.20 0.12 0.18
H 2.135 6.410 1.012 0.03 -0.04 -0.14
H 0.837 6.454 -0.211 -0.13 -0.20 0.23
C -0.785 -1.470 -2.878 0.62 -1.96 -0.05
C -0.406 -2.919 -2.910 -0.34 2.15 0.81
N -0.087 -4.043 -2.908 0.03 -0.06 -0.13
H -1.376 -1.132 -2.027 0.00 -0.50 0.43
H -1.496 -1.455 -3.703 -0.24 0.54 -0.64
H 0.077 -0.823 -3.043 -0.06 -0.18 -0.31
C -2.158 -1.383 3.720 -0.22 1.39 0.84
C -1.639 -2.505 3.016 1.03 -1.99 -1.24
N -1.213 -3.428 2.458 -0.42 1.31 0.58
H -2.806 -1.708 4.534 -0.24 0.08 -0.23
H -2.628 -0.661 3.051 -0.44 -0.43 -0.06
H -1.381 -0.780 4.188 0.37 -0.33 0.11

No. 5
52
Properties=species:S:1:pos:R:3:forces:R:3 method="wB97M-V/def2-TZVPD" total_charge=0 de_lowest_kj_mol=324.8 total_energy_ha=-1526.89765 smiles="C[C@H]1COC(=O)O1.C[C@H]1COC(=O)O1.C[C@H]1COC(=O)O1.C[C@H]1COC(=O)O1" lumo_energy_ev=0.384 largest_force_ev_per_a=6.40
C -7.946 4.156 -4.171 -0.06 -0.30 0.94
C -8.307 5.545 -3.566 2.43 -2.34 -0.42
C -7.529 6.691 -4.267 -0.08 -1.09 -0.11
O -8.612 7.443 -4.801 0.77 1.22 0.41
C -9.782 6.886 -4.536 -4.52 -0.33 -2.51
O -10.859 7.269 -5.038 3.72 -1.08 2.27
O -9.646 5.687 -3.860 -1.19 2.87 -0.61
H -8.752 3.427 -4.081 -0.58 0.48 0.12
H -7.190 3.622 -3.596 0.73 0.42 -0.42
H -7.762 4.230 -5.243 0.42 0.05 0.16
H -8.123 5.618 -2.494 -0.22 -0.28 0.09
H -6.866 6.399 -5.082 -0.52 -0.51 -0.40
H -6.789 7.168 -3.624 -0.90 0.91 0.48
C 0.006 -0.537 -1.242 -0.24 -0.91 0.45
C -0.837 -1.222 -0.085 1.26 0.49 -1.57
C -2.244 -0.568 0.046 0.37 -2.98 0.21
O -3.033 -1.705 -0.387 -1.72 1.58 -0.17
C -2.379 -2.857 -0.455 -2.85 -1.02 -1.13
O -2.941 -3.890 -0.682 0.17 -0.13 0.25
O -1.123 -2.692 -0.351 3.94 2.57 0.74
H 0.346 0.474 -1.013 -0.30 0.05 0.71
H -0.509 -0.410 -2.194 -0.25 -0.50 0.05
H 0.933 -1.092 -1.386 -0.15 -0.20 -0.19
H -0.156 -1.233 0.767 -0.61 0.07 0.31
H -2.408 0.256 -0.648 0.02 0.01 0.40
H -2.589 -0.467 1.075 0.37 0.97 -0.06
C 1.969 -8.195 2.541 0.20 -0.50 -0.94
C 2.492 -8.761 3.831 -1.05 1.61 0.83
C 2.238 -7.703 4.999 0.45 -0.51 -2.86
O 1.675 -8.459 5.976 -1.10 -2.09 2.35
C 1.179 -9.701 5.554 1.72 0.23 0.19
O 0.607 -10.467 6.291 0.92 1.58 -2.24
O 1.649 -9.884 4.230 -0.31 0.23 1.72
H 2.514 -8.553 1.668 -0.25 -0.64 -0.02
H 2.086 -7.121 2.395 -0.36 0.16 0.71
H 0.937 -8.546 2.539 -0.14 0.56 -0.61
H 3.544 -9.027 3.733 -0.15 -0.48 0.49
H 1.507 -6.932 4.758 0.08 0.09 -0.61
H 3.194 -7.206 5.167 -0.03 -0.24 0.99
C 7.172 5.498 1.211 0.21 -1.07 -1.71
C 7.945 4.473 0.292 -1.65 0.53 2.32
C 8.296 3.217 1.122 1.23 1.24 -0.41
O 7.807 2.129 0.315 1.79 0.21 2.17
C 7.282 2.633 -0.768 -3.82 -3.30 -3.93
O 6.803 1.909 -1.663 1.78 2.34 2.37
O 7.081 3.937 -0.699 0.72 1.20 -0.62
H 7.816 5.644 2.078 -0.34 0.60 -0.01
H 6.200 5.080 1.473 0.26 -0.54 0.43
H 6.846 6.369 0.643 0.80 0.45 0.23
H 8.875 4.881 -0.104 -0.37 0.22 -0.49
H 8.002 3.260 2.171 -0.87 -0.59 -0.31
H 9.380 3.325 1.164 0.27 -1.30 -0.04